(1)
{"formula": "C22H19AuN7O4", "method": "ωB97M-V/def2-TZVPD", "total_charge": -1, "homo_ev": [-4.05, -4.05], "total_energy_ev": -45430.0543, "gap_ev": [5.71, 5.71], "species": ["Au", "C", "O", "C", "C", "C", "C", "C", "C", "N", "N", "C", "C", "C", "C", "O", "C", "N", "C", "C", "C", "C", "H", "H", "H", "H", "H", "H", "H", "H", "H", "H", "H", "H", "C", "N", "C", "C", "O", "H", "H", "H", "H", "H", "H", "H", "O", "N", "C", "C", "N", "C", "N"], "positions_angstrom": [[0.39043, 0.62315, 19.39911], [7.03985, 4.78133, 11.28130], [5.82398, 4.57681, 10.51864], [4.69700, 4.40720, 11.31052], [4.24742, 5.52659, 12.01691], [3.01080, 5.44271, 12.66320], [2.33893, 4.21981, 12.71435], [2.76301, 3.12588, 11.90492], [3.85517, 3.30992, 11.10565], [1.29944, 4.06861, 13.60456], [1.41687, 4.98199, 14.58273], [1.05831, 4.52345, 15.81073], [1.72785, 5.29750, 16.82411], [2.05916, 4.78097, 17.99333], [1.69663, 3.38148, 18.21660], [2.37201, 2.61437, 18.96441], [0.46366, 2.88796, 17.51170], [-0.17622, 1.70140, 17.85601], [-1.16517, 1.27135, 17.11795], [-1.52886, 1.81686, 15.91062], [-0.79629, 2.92722, 15.42233], [0.21388, 3.42952, 16.21964], [7.16492, 4.06286, 12.08219], [7.06442, 5.85832, 11.69055], [7.84399, 4.71162, 10.54644], [4.97378, 6.32035, 12.20498], [2.68568, 6.27926, 13.28057], [2.25624, 2.15146, 11.95763], [4.12254, 2.54412, 10.37192], [1.95501, 6.34394, 16.57469], [2.76337, 5.24199, 18.65809], [-1.77428, 0.42320, 17.45859], [-2.47342, 1.48510, 15.45988], [-0.99164, 3.37840, 14.42222], [5.79391, 4.75754, 22.77902], [6.33011, 3.56227, 23.34814], [5.63010, 2.91220, 24.48722], [7.32063, 2.90289, 22.80404], [8.07733, 3.34391, 21.96342], [4.81984, 4.92972, 23.26502], [5.57961, 4.55532, 21.69060], [6.48196, 5.59577, 22.94605], [6.24607, 3.02168, 25.40524], [5.47999, 1.88978, 24.20434], [4.66877, 3.44691, 24.67891], [7.32487, 1.97004, 23.27972], [0.91188, -0.58344, 20.85401], [2.32400, -0.78138, 20.84622], [2.85259, -0.55642, 22.01931], [4.12928, -1.11058, 22.30301], [5.20817, -1.57394, 22.46098], [2.37410, 0.50775, 22.81584], [2.04944, 1.44973, 23.42537]], "nbo_charge": [0.61, -0.25, -0.53, 0.23, -0.25, -0.23, 0.12, -0.23, -0.25, -0.38, -0.17, 0.00, -0.10, -0.37, 0.47, -0.61, 0.11, -0.47, 0.03, -0.26, -0.11, -0.08, 0.18, 0.16, 0.19, 0.21, 0.23, 0.22, 0.21, 0.22, 0.23, 0.21, 0.22, 0.25, -0.42, -0.42, -0.41, 0.53, -0.63, 0.20, 0.22, 0.20, 0.19, 0.21, 0.22, 0.10, -0.63, 0.05, -0.13, 0.27, -0.30, 0.27, -0.31]}

=====

(2)
{"formula": "C16H31AuGeN5SeSi", "method": "ωB97M-V/def2-TZVPD", "total_charge": -1, "homo_ev": -3.50, "total_energy_ev": -157980.0914, "de_lowest_kj_mol": 0.0, "gap_ev": 6.30, "species": ["Au", "C", "Ge", "C", "C", "C", "H", "H", "H", "H", "H", "H", "H", "H", "H", "H", "H", "N", "C", "C", "N", "C", "C", "N", "H", "H", "H", "H", "H", "C", "Si", "C", "C", "Se", "H", "H", "H", "H", "H", "H", "H", "H", "H", "N", "C", "C", "C", "N", "C", "C", "H", "H", "H", "H", "H", "H"], "positions_angstrom": [[-0.38759, 0.68620, 0.01044], [1.20931, 3.09054, 3.74795], [1.35430, 2.21130, 2.02210], [3.25660, 1.80720, 1.65232], [1.07122, 3.77490, 0.85361], [0.14077, 0.56801, 1.96763], [1.90535, 3.92143, 3.70037], [1.44935, 2.42743, 4.57639], [0.23491, 3.59967, 3.86105], [3.79421, 2.50679, 2.32041], [3.47185, 1.96430, 0.59708], [3.49423, 0.78963, 1.86982], [1.16564, 4.69975, 1.43326], [0.09465, 3.75481, 0.37586], [1.80343, 3.75029, 0.03807], [-0.70936, 0.77950, 2.62905], [0.58968, -0.38797, 2.26989], [4.52436, -3.46062, 1.52618], [3.93867, -2.71756, 0.56056], [2.53094, -2.49544, 0.61806], [1.92724, -1.88550, -0.37610], [2.67023, -1.43434, -1.41337], [4.06361, -1.64250, -1.42729], [4.70226, -2.30190, -0.45598], [4.07197, -3.53252, 2.43857], [5.51804, -3.48241, 1.49460], [1.94783, -2.88570, 1.47111], [2.13463, -0.85604, -2.17468], [4.70252, -1.29566, -2.24618], [-0.48735, 3.51524, -2.88890], [-1.55473, 2.05669, -3.22602], [-3.28443, 2.58473, -2.89072], [-1.29175, 1.40120, -4.96378], [-1.09196, -0.00430, -2.32317], [-0.94752, 4.31480, -3.48596], [0.57309, 3.38978, -3.14662], [-0.52578, 3.79591, -1.82542], [-3.22792, 3.66431, -2.78870], [-3.75321, 2.10575, -2.00098], [-3.91337, 2.30245, -3.75811], [-1.43412, 2.25480, -5.60489], [-1.91898, 0.57810, -5.29331], [-0.28852, 0.98815, -5.06750], [-5.02900, -4.71578, 1.36665], [-3.95108, -3.84630, 1.27630], [-2.84689, -3.94007, 2.15821], [-1.75049, -3.10989, 1.96167], [-1.67069, -2.22054, 0.95733], [-2.75844, -2.07819, 0.17112], [-3.88944, -2.82932, 0.31856], [-4.98650, -5.54742, 1.91817], [-5.56489, -4.84197, 0.49621], [-2.82355, -4.62900, 3.00284], [-0.89380, -3.18226, 2.63239], [-2.63048, -1.35560, -0.63203], [-4.72906, -2.60482, -0.30412]], "nbo_charge": [0.38, -1.11, 1.58, -1.09, -1.10, -1.29, 0.20, 0.21, 0.22, 0.21, 0.22, 0.22, 0.21, 0.23, 0.22, 0.20, 0.21, -0.80, 0.33, -0.05, -0.33, -0.07, 0.01, -0.48, 0.39, 0.39, 0.19, 0.23, 0.19, -1.15, 1.50, -1.16, -1.13, -0.85, 0.22, 0.24, 0.25, 0.22, 0.26, 0.23, 0.20, 0.24, 0.24, -0.81, 0.20, -0.34, 0.05, -0.43, 0.05, -0.33, 0.38, 0.38, 0.20, 0.18, 0.24, 0.21]}

=====

(3)
{"formula": "C31H27IN2O5TeZr", "method": "ωB97M-V/def2-TZVPD", "homo_ev": -7.32, "total_energy_ev": -62481.2883, "de_lowest_kj_mol": 0.0, "gap_ev": 6.69, "species": ["Zr", "C", "O", "C", "C", "C", "C", "C", "C", "N", "N", "C", "O", "C", "C", "C", "C", "C", "C", "C", "O", "H", "H", "H", "H", "H", "H", "H", "H", "H", "H", "H", "H", "C", "C", "C", "C", "C", "C", "Te", "C", "C", "C", "H", "H", "H", "H", "H", "H", "H", "H", "H", "H", "H", "I", "C", "C", "C", "C", "C", "C", "C", "O", "O", "H", "H", "H", "H"], "positions_angstrom": [[-0.44544, -0.66580, 0.51131], [-3.96210, -2.83151, -0.85439], [-3.17506, -3.92336, -1.31676], [-2.03672, -4.31516, -0.68164], [-1.58237, -5.57747, -1.02801], [-0.42657, -6.11949, -0.47545], [0.28923, -5.38980, 0.44514], [-0.11927, -4.09657, 0.78197], [0.59384, -3.37036, 1.81313], [0.49039, -2.09950, 1.94384], [0.94596, -1.51039, 3.11533], [0.32769, -0.38325, 3.27952], [-0.58981, 0.05003, 2.42235], [0.65685, 0.45651, 4.44592], [1.75844, 0.15778, 5.24452], [2.06972, 0.97023, 6.32017], [1.28323, 2.07853, 6.61068], [0.18102, 2.37297, 5.82157], [-0.13073, 1.56534, 4.73901], [-1.28720, -3.53257, 0.21834], [-1.64888, -2.28161, 0.52305], [-4.89445, -2.90083, -1.41045], [-3.48970, -1.87276, -1.06030], [-4.17149, -2.91383, 0.21291], [-2.16580, -6.13521, -1.74871], [-0.10737, -7.11101, -0.76391], [1.17978, -5.79835, 0.90621], [1.18634, -3.91937, 2.54340], [2.36457, -0.70306, 4.99995], [2.93075, 0.74487, 6.93541], [1.53090, 2.71342, 7.45150], [-0.43336, 3.23565, 6.04309], [-0.98030, 1.79227, 4.10970], [0.48951, 6.62055, -1.23090], [0.83957, 5.20559, -0.85500], [1.07295, 4.84582, 0.46201], [1.41271, 3.54396, 0.82096], [1.69479, 3.24681, 2.26703], [1.50763, 2.55867, -0.17025], [2.18987, 0.58584, 0.36259], [1.29387, 2.90900, -1.51292], [1.43370, 1.92789, -2.64497], [0.95905, 4.22196, -1.82694], [0.35338, 7.23935, -0.34488], [-0.42982, 6.65404, -1.81740], [1.28105, 7.06611, -1.83638], [0.99865, 5.59996, 1.23824], [1.42102, 4.09085, 2.90003], [2.75520, 3.03191, 2.41673], [1.14970, 2.36772, 2.60061], [0.67919, 1.15010, -2.56264], [2.41009, 1.44122, -2.63293], [1.29942, 2.42829, -3.60381], [0.79458, 4.48409, -2.86725], [-1.23304, -2.03222, -8.23080], [-1.02102, -1.70886, -6.17530], [-1.80671, -0.74486, -5.55799], [-1.66703, -0.53227, -4.19722], [-0.74689, -1.27877, -3.46989], [0.03606, -2.24064, -4.09863], [-0.09971, -2.46041, -5.45826], [-0.59520, -1.05599, -2.02310], [0.26536, -1.68312, -1.35141], [-1.34924, -0.20068, -1.41163], [-2.51754, -0.16748, -6.13157], [-2.26341, 0.21373, -3.68968], [0.74532, -2.80782, -3.51098], [0.50480, -3.20664, -5.95385]], "nbo_charge": [2.26, -0.24, -0.51, 0.31, -0.23, -0.23, -0.18, -0.18, 0.19, -0.42, -0.37, 0.59, -0.83, -0.16, -0.10, -0.23, -0.19, -0.22, -0.16, 0.28, -0.83, 0.19, 0.18, 0.18, 0.23, 0.22, 0.22, 0.21, 0.23, 0.22, 0.21, 0.22, 0.23, -0.63, 0.00, -0.25, 0.07, -0.66, -0.26, -0.17, -0.03, -0.62, -0.23, 0.21, 0.22, 0.22, 0.20, 0.21, 0.23, 0.23, 0.21, 0.23, 0.21, 0.20, 0.16, -0.11, -0.26, -0.13, -0.19, -0.12, -0.26, 0.79, -0.70, -0.78, 0.23, 0.24, 0.24, 0.23]}

=====

(4)
{"formula": "C22H17BrCuN3O2", "method": "ωB97M-V/def2-TZVPD", "homo_ev": -6.99, "total_energy_ev": -146336.8351, "gap_ev": 6.84, "species": ["Cu", "C", "O", "C", "C", "C", "C", "C", "C", "N", "N", "C", "C", "O", "C", "C", "C", "C", "C", "C", "C", "C", "H", "H", "H", "H", "H", "H", "H", "H", "H", "H", "H", "H", "H", "Br", "C", "C", "C", "N", "C", "C", "H", "H", "H", "H"], "positions_angstrom": [[-0.21288, -1.85536, -0.25371], [-0.25792, -2.12649, 3.54976], [-0.03448, -1.31115, 2.41681], [-0.58314, -0.05849, 2.42465], [-1.28690, 0.48156, 3.48956], [-1.77516, 1.78266, 3.40267], [-1.56262, 2.54354, 2.26730], [-0.85757, 2.00154, 1.19930], [-0.36894, 0.70892, 1.26673], [0.31494, 0.08002, 0.18780], [1.09341, 0.85591, -0.43426], [1.84942, 0.39796, -1.47415], [2.03214, -0.97309, -1.82797], [1.45277, -1.98287, -1.31200], [3.00134, -1.25090, -2.86953], [3.68148, -0.28065, -3.50766], [3.50255, 1.10317, -3.18062], [4.22236, 2.10536, -3.85284], [4.05803, 3.42801, -3.52882], [3.15643, 3.77086, -2.51214], [2.44090, 2.80631, -1.84508], [2.59490, 1.44029, -2.15869], [0.19003, -1.69200, 4.44683], [-1.32692, -2.28518, 3.72222], [0.22561, -3.07667, 3.33653], [-1.45317, -0.08855, 4.39194], [-2.32429, 2.19635, 4.23843], [-1.94488, 3.55355, 2.20591], [-0.67879, 2.56842, 0.29550], [3.13762, -2.29657, -3.11356], [4.38672, -0.53636, -4.29084], [4.91409, 1.81142, -4.63406], [4.61591, 4.19636, -4.04744], [3.01818, 4.81172, -2.24640], [1.75349, 3.09158, -1.06260], [-6.58950, -2.45189, 1.31307], [-4.78347, -2.39331, 0.78683], [-4.36356, -1.47630, -0.16071], [-3.02545, -1.46463, -0.50679], [-2.12471, -2.29933, 0.02450], [-2.55160, -3.18300, 0.93217], [-3.86745, -3.26752, 1.34658], [-5.05087, -0.77996, -0.61728], [-2.64986, -0.75422, -1.23141], [-1.80555, -3.85222, 1.33909], [-4.16261, -3.99884, 2.08433]], "nbo_charge": [0.86, -0.25, -0.52, 0.35, -0.31, -0.20, -0.23, -0.20, 0.04, -0.38, -0.13, -0.11, 0.43, -0.77, -0.28, -0.12, -0.14, -0.16, -0.24, -0.20, -0.22, 0.08, 0.18, 0.17, 0.20, 0.22, 0.21, 0.22, 0.23, 0.22, 0.21, 0.20, 0.21, 0.21, 0.22, 0.10, -0.05, -0.27, 0.07, -0.53, 0.06, -0.27, 0.24, 0.22, 0.21, 0.24]}